The following is a quantum chemistry calculation of a cluster of 5 separate species, C41H61Cl2N8O8PS2 in total at a distorted geometry, from OMol25.

Summary:
Spin multiplicity   1
SMILES   Cc1c(CCCSC(=S)n2ccnc2)c2c(c(P(O)Cl)c1CCCNCc1ccccc1O)C(=O)N(CCCCl)C2=O.CN(C)C=O.CN(C)C=O.CN(C)C=O.CN(C)C=O
Net charge   0

Geometry (Å):
H 5.7367 -3.0329 1.7487
Cl -0.4651 6.2740 -2.9377
C 10.1748 -5.0110 -3.4271
H 0.3833 -2.5333 -1.2071
H 0.6990 -4.0763 -0.3918
H -0.9504 -3.6870 -0.9457
C 6.3140 -2.0172 -0.2526
O -3.9981 2.4297 -1.1786
H 9.4600 -5.5599 -2.8094
H -0.9567 4.0767 3.7896
H 1.4677 8.5847 -2.6060
O 1.7297 7.6313 1.5515
H 0.1546 0.9241 1.4286
H 1.6329 5.4947 -2.0049
H -1.9908 -3.6906 1.3911
H -4.8454 0.2576 2.1476
Cl -1.6188 6.0031 0.3766
H -7.6897 -1.6047 -1.3982
H -6.4446 -4.9600 -1.2200
H 0.4181 -1.6414 2.3967
H 9.9272 -3.9474 -3.4124
C -6.9425 -0.7787 -1.3597
O 13.6424 -5.9369 -3.2126
C 5.6562 -3.7909 -1.3990
C -7.1987 -1.9662 3.9270
N -7.5025 -4.9732 0.5388
H 5.3313 0.2641 -0.9984
H -5.7979 1.7951 1.9645
H -8.6382 -4.9227 2.2999
N 11.5070 -5.1953 -2.8861
O 5.3849 5.9713 -0.6172
H -6.2144 -1.7201 4.3587
H 5.3058 2.2099 -0.1179
H -2.3087 -2.1385 0.5713
H -6.1551 -5.4658 2.0440
C 1.3193 6.4039 -2.5913
C 4.2295 5.9159 -0.2935
C -1.6545 -2.6576 1.2758
C 0.7273 -2.0862 1.4354
H -8.5350 -0.1327 6.1194
H 2.3718 0.7161 -1.0390
C 4.6849 2.7420 -0.8892
O -7.3507 -2.9120 3.1735
C -4.9309 1.3800 -1.1967
C 2.0991 5.2685 0.7627
H -5.7982 -6.1982 0.4630
H -10.2006 -0.5740 4.2289
C 4.8836 0.3888 -2.0177
O -8.0598 -3.7349 -1.2937
H 12.1124 -5.6239 -0.9388
H -6.8719 0.0194 5.5100
C 2.3016 6.8188 0.8765
H -9.8695 -2.3225 4.1233
N 3.3470 7.0472 -0.0852
N 6.1845 -2.5003 -1.5788
H 6.6900 -1.0033 0.0155
H 3.7814 7.6073 -2.0674
H 3.1996 8.9897 -0.9964
H -3.7934 2.8734 1.1907
H -7.1511 -6.8164 1.4376
C -4.9696 1.1784 1.5132
H 1.9043 6.4007 -3.5477
C -6.5951 -5.9198 1.1530
H 10.8846 -4.3384 -1.0769
C 3.0496 7.9006 -1.2625
O 1.8838 -2.0497 1.0553
C -0.0661 2.0190 1.5131
H -6.7843 -0.8059 0.8693
N -8.1779 -1.1204 4.3218
C 3.3982 3.2724 -0.1710
H -6.8302 -0.4816 -3.5837
C 2.4731 0.8606 0.0745
C 4.4249 1.9090 -2.2109
H -0.1874 2.2252 2.6205
C 6.4945 -1.9119 -2.8523
H -1.1745 2.0005 -0.3617
P -0.4480 5.3670 2.0368
C 1.0768 2.9576 1.0133
H 5.2825 3.6525 -1.1978
C -0.0333 -3.2773 -0.5248
C -5.3993 0.7717 0.0563
C -8.6321 -4.4822 1.3057
C -1.4281 2.2483 0.7145
N -0.2993 -2.6536 0.7588
C -6.4487 -0.1395 -2.5914
H 10.1161 -5.3772 -4.4521
H 12.5775 -4.0210 -1.5381
C -2.5410 1.2026 1.1688
H 1.6948 0.2304 0.5609
H 4.9753 2.2920 -3.1135
H -2.0971 0.6095 2.0319
H -4.3415 3.1899 -1.6793
C 11.7795 -4.7663 -1.5272
H 3.3262 1.8560 -2.4728
C -7.3315 -4.5298 -0.7258
O -1.4114 4.3430 2.9675
C 3.2904 4.7173 0.0693
H -9.5587 -4.7371 0.7838
H -1.7029 -2.1567 2.2428
H 3.4896 0.4854 0.3589
C -9.5268 -1.3289 3.8266
H -5.0844 1.3818 -3.4546
H 4.0213 -0.3402 -2.0809
H 5.4144 -4.5288 -2.2031
S 6.1386 -0.1653 -3.2552
H -2.7229 0.4945 0.3129
H 12.1958 -6.0458 -4.6267
H -8.1860 0.9222 4.7240
H -8.5632 -3.4004 1.3855
C -5.4460 0.9280 -2.4989
H 0.7678 7.9333 -1.0835
C 5.8222 -3.0474 0.6404
H -9.5227 -1.2733 2.7359
H -1.7673 3.3126 0.7281
C 2.2814 2.4010 0.3228
N -3.7249 1.9507 1.6131
S 7.1750 -2.9103 -3.9924
C 1.5858 7.7636 -1.8333
C 12.5078 -5.7560 -3.6093
C -7.9226 -0.0133 5.2226
C -6.4111 -0.3183 -0.0652
N 5.4156 -4.1855 -0.1194
C 0.9646 4.4292 1.2333

The following is a quantum chemistry calculation of a structure of composition C41H62BrF5InN6O3Si2Te at a distorted geometry, from OMol25.

Summary:
Spin multiplicity   1
Net charge   +1
Energy above the lowest of the compared OMol25 structures with the same formula, charge and spin   0.000 eV

Geometry (Å):
H -4.4977 4.1042 -2.7142
H -0.4452 3.8812 -4.2499
C -4.5111 1.1152 -3.4968
H -4.5352 -0.5580 -4.9155
H -0.9069 -0.6037 -4.7737
C -2.5698 3.7120 -3.7025
C 1.0091 -2.6745 -1.7729
H 0.2963 -5.5791 -1.5927
C -1.3319 3.0081 0.3342
H -3.8937 0.7279 -6.6237
H 2.5229 -4.7121 -3.6990
C -1.1130 4.0975 -3.4210
C -1.9159 4.0175 1.0694
F 1.6219 2.6817 -3.4762
C 2.9283 0.4534 3.9284
C -0.5486 1.9815 2.2392
H -2.9421 5.5229 -4.8088
Br -1.4132 0.7588 -2.3605
C -2.2030 -2.1192 0.4915
H -2.2152 4.7953 3.0481
C 1.6487 -4.0689 -3.6097
C -3.8102 -2.9145 -1.0832
H -2.5392 -1.0094 -5.3138
F 4.2120 2.0161 -0.9333
C -4.3102 -2.9521 1.2642
H -1.5621 -0.0961 7.0812
H -4.0964 -3.1199 -2.1062
H -2.9865 0.9294 1.9942
H -0.3081 3.7213 4.9176
C -2.0022 1.1168 -5.5715
C -2.5577 -2.3654 -0.8196
H -4.0799 0.7935 -1.3690
H -2.7503 -2.2289 2.5562
O -0.9707 -1.5335 0.7802
C -0.0535 -2.3128 1.4993
H -3.2980 2.3761 -6.8524
H 1.9332 0.4835 4.3822
C 1.1911 -5.0169 -1.3185
H -3.1833 3.7614 -1.5914
C -0.6899 1.8446 -5.8940
H -4.4389 -0.3944 3.2502
H -3.1503 -2.0051 6.7910
H -5.5623 -0.7579 -3.5033
H 5.1993 0.3555 1.4694
C -3.7628 -0.3438 4.0973
N -0.6370 2.0218 0.9070
O 2.0277 0.6630 -1.5266
H -1.8692 -2.1281 -1.6187
N -2.9096 0.6742 4.1092
F 3.8337 1.7323 -3.3855
H -2.5126 1.0326 -7.6672
H -5.6539 -3.6382 -0.2658
C -1.2390 1.9417 5.3756
H 4.5373 -1.2753 1.5890
H -4.9334 2.2998 -1.6879
H 2.5331 -4.2585 3.5304
Te 2.7177 2.2754 -2.0129
In 0.2675 0.3391 -0.2634
N 0.7468 -1.6204 -1.3816
C 2.0287 -2.4004 2.6144
C -3.0282 4.4462 -4.9805
H 4.2068 -0.2905 0.1619
H 2.0659 -5.6581 -1.4171
Si 2.8009 0.4749 2.0438
H -1.1910 -4.1255 1.4424
H 3.4693 1.3458 4.2506
Si -2.8121 1.8381 -3.9917
H -4.0708 4.2427 -5.2340
C -1.1124 2.9508 3.0552
F 3.2539 4.0373 -2.0097
C -2.1213 0.7791 5.1895
F 1.1827 2.9974 -1.0859
C -0.2852 -3.6451 1.7828
N 1.3134 -0.3098 1.4992
H 3.6243 2.7789 1.8586
H -6.5707 1.4245 -4.0648
H 1.8699 2.8121 2.1259
H -5.4586 1.7569 -5.3855
H -1.0741 5.1759 -3.2403
H 1.8660 -3.1146 -4.0829
C -1.7883 4.0020 2.4477
H -0.6987 3.6016 -2.5442
H 0.8015 -4.5409 -4.1106
H -0.2486 1.3804 -6.7806
H -0.8797 2.0495 6.3928
H -3.8179 -0.9539 -3.3438
H 2.9478 -1.9531 2.9568
H -3.2467 5.3071 -2.4421
N -3.8866 -1.3084 4.9965
H -1.3911 2.9902 -0.7427
H -4.9821 -3.1819 2.0811
H -2.4129 4.2097 -5.8465
C -3.0755 -1.2207 6.0469
C -2.9944 1.3351 -6.7333
C -2.1865 -0.1737 6.2025
C 1.1259 -1.6371 1.8576
C 2.6802 2.2885 1.6186
N 1.3628 -3.8563 -2.1926
H -3.7800 0.0826 0.9802
C -3.4303 4.2334 -2.5447
C -3.0664 -2.4114 1.5382
H -1.2802 -0.6699 -6.4924
H 0.4619 -5.4046 2.7574
H 3.4471 -0.4071 4.3492
C -4.6859 -3.2064 -0.0515
H 1.1103 -4.6835 -0.2863
C -4.8306 1.2656 -2.0042
H -5.7894 0.7738 -1.8121
H -2.4513 4.8070 0.5621
C 0.6471 -4.3666 2.5185
C -4.5955 -0.3745 -3.8436
O -3.0462 0.7026 1.0509
C -1.6754 -0.3812 -5.5140
H 0.0049 1.1471 2.6497
H 0.0368 1.7656 -5.0840
C -5.5952 1.8553 -4.3079
C 4.3269 -0.2625 1.2456
C 1.7969 -3.7269 2.9420
H -0.8315 2.8988 -6.1243
H -5.6450 2.9176 -4.0688
C -0.8813 2.8924 4.5136
H 2.5044 2.3943 0.5584

The following is a quantum chemistry calculation of a structure of composition C41H63CsN4P at a distorted geometry, from OMol25.

Summary:
Spin multiplicity   1
Net charge   -1
Energy above the lowest of the compared OMol25 structures with the same formula, charge and spin   0.489 eV

Geometry (Å):
H 0.0533 5.1659 -1.4765
C 0.7757 -0.5809 2.9365
H -5.9347 -0.6072 2.8871
C -7.1170 1.6851 1.8152
H 3.4261 2.0935 -2.7585
H -1.8697 -1.3386 2.7007
C -0.8016 -0.5636 -4.4308
H 0.1531 -3.4675 4.7199
C 1.2889 1.9005 -2.6162
H -1.1697 -2.0844 -7.4419
H -2.4788 1.5723 2.8753
C -3.8939 3.1853 2.6994
H -2.7030 -1.7541 0.5997
H -5.4690 5.3143 1.1561
C -2.9879 2.2569 3.5401
C 2.1218 4.8055 -1.0099
H -3.5778 5.2034 1.8678
H -6.6113 0.3155 -0.3831
H 2.6001 1.6250 -4.2688
C 0.9050 -0.7849 -6.2810
C -5.8229 2.8140 -1.2179
H -6.0771 3.5155 -2.0249
H -3.2179 0.1693 -2.3704
H 3.5492 -0.8606 4.9900
C 4.0661 4.8296 0.4224
C 2.6214 1.4944 -3.1828
H -5.1975 2.0213 -1.6376
H -6.8440 4.2081 1.0063
C -0.1711 -3.8260 1.2970
H -3.9260 -1.8147 -4.1758
H 3.0844 6.5904 -0.3345
C -5.7543 1.0615 1.5152
H 2.8028 0.4353 -2.9893
H -0.7307 -4.6743 1.7356
C 0.0614 1.3022 -3.2812
H -2.2350 2.8278 4.0921
H -4.2409 4.7287 -1.7646
H -4.9066 -0.1029 -0.1176
H -0.8391 3.0721 -4.0323
H -7.8049 0.8993 2.1548
N -0.9333 -2.5936 1.3404
C -1.1631 -2.1758 2.7289
H -1.6348 -2.9903 3.3125
H -1.5562 -0.0665 -1.8816
H -6.7546 2.3702 -0.8646
H -4.6118 4.3163 4.3812
C 2.1496 3.3972 -1.0010
H 4.7655 2.9166 1.0804
H -3.4057 5.0318 -0.2361
C 2.5842 -1.1156 4.5502
H -3.4199 -2.5293 -6.4931
N -3.1001 1.5180 0.4244
H -2.6646 -1.4196 -1.8831
C 1.0404 5.5272 -1.7771
C 2.0152 -0.3160 3.5481
H -3.1284 3.5023 -1.0926
H -1.9426 -2.9678 -0.4514
C -1.4202 -1.7330 -6.4455
C -5.9908 4.6397 0.4730
H -3.5412 1.6624 4.2680
H -5.6016 2.8982 4.0337
H 1.0773 -1.4076 -7.1597
H -4.2626 -0.0912 2.6237
N 1.1100 2.7627 -1.7189
H -7.0627 2.4375 2.6070
C -5.8773 0.0239 0.3711
C -5.0629 3.5720 -0.1121
H 2.3200 -2.8782 5.7677
H 4.8277 5.3838 0.9595
H 3.1860 0.9286 0.9768
C -2.9637 -1.5816 -4.6233
C 0.1393 -1.7526 3.3956
H -6.3878 5.2539 -0.3475
C -2.1668 -2.7115 0.5887
Cs -0.7076 1.1832 0.9979
C -5.0349 3.7091 3.5712
C -2.3757 -0.5204 -2.4284
C -2.0378 -0.8678 -3.8586
C -0.4674 -1.0417 -5.7129
P -4.2979 2.2383 1.0583
H 2.1717 0.7510 -0.4485
H -7.5666 2.1551 0.9377
H -2.2995 4.0376 1.5040
H 1.6721 -0.9974 -5.5339
C -2.6780 -1.9927 -5.9111
H -5.3411 0.8583 3.6675
C -3.8818 4.2552 -0.8383
C -1.1337 2.1948 -3.4482
C 3.0863 1.2017 -0.0746
H -1.9509 1.6831 -3.9535
C -3.0007 4.3680 2.2724
H 3.9292 0.7574 -0.6156
C 1.9049 -2.2490 4.9874
H 1.0952 6.6015 -1.5983
C 3.0874 2.7064 -0.2262
H -6.1856 -0.9483 0.7727
C 4.0387 3.4488 0.4759
H -2.4353 4.7456 3.1307
C 3.0958 5.5043 -0.3132
H 0.7581 -3.7058 1.8524
C -5.2888 0.2667 2.7510
H -2.8420 -3.4914 0.9927
H -5.7348 4.3389 3.0172
H 1.0309 0.2620 -6.5751
C 0.6810 -2.5666 4.3965
H 2.5912 0.5653 3.2340
H -1.4666 2.5501 -2.4694
H 1.1244 5.3531 -2.8541
H 0.0723 -4.0765 0.2602
N 0.2112 0.1418 -3.7404

The following is a quantum chemistry calculation of a cluster of 11 separate species, C41H66O27 in total at a distorted geometry, from OMol25.

Summary:
Spin multiplicity   1
SMILES   C[C@H]1COC(=O)O1.C[C@H]1COC(=O)O1.C[C@H]1COC(=O)O1.C[C@H]1COC(=O)O1.C[C@H]1COC(=O)O1.C[C@H]1COC(=O)O1.C[C@H]1COC(=O)O1.C[C@H]1COC(=O)O1.CC(C)=O.CC(C)=O.CC(C)=O
Net charge   0

Geometry (Å):
O 3.5903 -2.1006 1.8827
C 1.2637 -5.3724 0.2075
H -4.4296 -5.6403 2.4783
H -0.7321 4.9916 0.1172
O 3.4246 -3.2069 -1.3932
H -0.7819 3.2073 4.0604
H -0.5402 -0.3376 -4.1439
C -2.2331 5.2844 -2.3770
H 2.0274 -6.1514 2.1855
H 0.2249 6.1839 5.3371
H 0.2900 -6.0931 1.9735
C 2.5193 -3.7454 -0.8350
H -2.5939 -5.8799 -4.2933
C 2.6989 -1.9661 2.8848
O 0.0866 2.0296 -6.2279
H -3.0930 4.7043 -2.0359
C 2.6040 0.3998 -0.8523
O -0.1720 4.5501 -3.1504
H 0.4495 3.8361 5.2567
C 0.2142 1.8518 0.7431
H 5.2600 -2.8480 2.7768
O -2.1500 5.3464 -3.7883
C 2.1255 -1.4910 -4.2661
H 2.7910 3.8986 3.1171
C -2.8956 -5.2195 1.0712
H -1.9694 -3.2952 0.9046
H 5.0744 2.5260 3.2494
H -2.2838 1.8089 2.9689
O -0.0698 2.9118 1.2133
H 0.8339 -4.4489 -5.6403
H 4.6607 1.8972 1.6062
H 6.0507 -2.0951 0.5767
H 5.3894 -0.4233 0.9191
O -1.9586 2.9467 8.0686
H 2.6293 -4.2447 -5.2888
C -2.7510 -3.7365 1.5106
C -0.9661 4.5379 -1.9550
H -4.1220 -6.9318 1.2427
C 4.6076 -0.9585 3.5483
H 6.7786 -0.9446 1.6770
H 1.2973 -4.6629 2.2643
H 0.8556 -6.0995 -0.4939
H -3.1585 -6.0764 -2.6096
C -0.3785 0.0150 -5.1640
H -0.6023 -4.3426 -0.4313
O 4.6164 4.5093 0.7446
H 2.6368 -0.6730 -4.7722
C 0.6116 -0.3652 0.5344
O 1.5890 -2.3903 2.8661
H 5.2544 -0.8873 4.4213
H -4.2845 -6.1123 -3.9775
C 5.1402 2.6985 2.1770
O -5.2574 1.5810 3.1332
H 2.7378 -2.1615 -3.6705
O -1.0502 2.6842 6.0171
H 1.4298 -3.9088 -4.1584
O -0.4786 5.0517 -5.3015
C 0.4120 -4.1080 -0.1121
H -0.1033 -1.1825 0.4722
C -0.8815 5.0022 -4.1909
H 2.8950 1.1111 -1.6277
C -3.0264 1.1657 2.5035
C 4.8920 -1.8929 2.3845
H 1.5518 0.6634 -6.0261
C -1.2189 1.9220 -6.1456
H -3.9414 3.8356 3.2759
H -5.1748 -3.0720 -2.3813
C -2.1304 -2.5862 -2.4969
O 0.8868 -1.8300 -6.2981
O 1.2600 -3.3679 -0.9483
O -2.0799 4.5966 6.5898
C 0.7430 1.0317 -5.3964
H 0.1215 -3.6029 0.8167
C 1.2230 -5.5926 1.7002
C -4.1842 -3.5135 -2.2472
O -5.4183 -0.0657 4.6273
O -3.3379 -2.4367 -1.9376
C 4.3945 3.9674 1.8043
H -1.2966 6.7660 6.0615
C -3.3821 -5.6398 -3.5824
H -3.9398 -3.7326 -4.4216
C 1.2770 1.6648 -4.1692
O 2.5902 -4.8996 -0.1249
H -1.2911 6.7438 4.4176
C 5.8219 -1.3416 1.3258
C -4.0983 3.5524 2.2317
O -2.1710 -3.6505 -3.3108
C 1.6267 -3.8218 -5.2441
C -4.2891 2.0258 2.1851
H -1.1551 3.4996 -1.6778
H -5.0399 4.0334 1.9702
H 6.1658 2.7185 1.8158
H -4.3475 -4.2074 -1.4174
C 1.0761 0.3110 -0.7687
H 1.2879 -1.0778 -3.7008
H 1.9367 2.4889 -4.4642
O 0.6473 1.6560 -0.5074
C -3.5518 -4.1421 -3.4884
H 4.6345 0.0896 3.2190
C -1.7402 3.3243 6.9606
C -4.8269 0.4532 3.7322
H -2.9999 -6.6944 2.5982
H 2.9825 0.7240 0.1141
H 0.6598 -0.0916 -1.6904
H 3.2590 5.6128 2.4921
H 1.4848 -0.6988 1.0942
O -2.4706 -5.4603 -0.0421
O -1.5403 0.7619 -5.4860
O 3.2422 -1.2388 3.8912
H -2.3227 4.7311 4.5296
C -3.6842 -6.1942 1.9111
C -0.6031 3.6595 5.0336
H 0.8036 4.8315 -0.6905
H 0.5321 2.1609 -3.5423
C -1.5516 4.8285 5.3005
H 4.1480 4.6892 3.7725
H -2.4178 -3.6809 2.5489
H -3.7283 -3.2841 1.3490
O -2.0683 2.6142 -6.6145
H 2.9336 -0.5516 -1.2834
C -0.8550 6.1824 5.2478
C -0.2121 5.1991 -0.8184
O -3.5726 0.1579 3.3527
H -0.1969 6.2834 -0.9448
O 0.0696 0.6731 1.3423
C 3.5575 4.6367 2.8538
H -4.6713 1.6912 1.2184
H 1.8907 1.0377 -3.5214
H -0.2396 -0.8515 -5.8177
C 1.5044 -2.3169 -5.3798
H -2.3254 6.3130 -2.0212
H -2.7530 0.6634 1.5806
H -3.2659 3.9411 1.6498
O -1.2183 -1.8300 -2.3447

For reference, calculated total energy by record: -127807.4791 -170457.5554 -59335.3848 -98869.5608 eV.
For reference, LUMO energy by record: -0.955 -2.812 1.989 0.083 eV.
For reference, HOMO by record: -8.55 -9.75 -3.14 -9.32 eV.